1.
{"formula": "C55H130F18N8O26S6", "method": "the ωB97M-V functional and the def2-TZVPD basis", "symbols": ["S", "S", "S", "S", "S", "S", "F", "F", "F", "F", "F", "F", "F", "F", "F", "F", "F", "F", "F", "F", "F", "F", "F", "F", "O", "O", "O", "O", "O", "O", "O", "O", "O", "O", "O", "O", "O", "O", "O", "O", "O", "O", "O", "O", "O", "O", "O", "O", "O", "O", "N", "N", "N", "N", "N", "N", "N", "N", "C", "C", "C", "C", "C", "C", "C", "C", "C", "C", "C", "C", "C", "C", "C", "C", "C", "C", "C", "C", "C", "C", "C", "C", "C", "C", "C", "C", "C", "C", "C", "C", "C", "C", "C", "C", "C", "C", "C", "C", "C", "C", "C", "C", "C", "C", "C", "C", "C", "C", "C", "C", "C", "C", "C", "H", "H", "H", "H", "H", "H", "H", "H", "H", "H", "H", "H", "H", "H", "H", "H", "H", "H", "H", "H", "H", "H", "H", "H", "H", "H", "H", "H", "H", "H", "H", "H", "H", "H", "H", "H", "H", "H", "H", "H", "H", "H", "H", "H", "H", "H", "H", "H", "H", "H", "H", "H", "H", "H", "H", "H", "H", "H", "H", "H", "H", "H", "H", "H", "H", "H", "H", "H", "H", "H", "H", "H", "H", "H", "H", "H", "H", "H", "H", "H", "H", "H", "H", "H", "H", "H", "H", "H", "H", "H", "H", "H", "H", "H", "H", "H", "H", "H", "H", "H", "H", "H", "H", "H", "H", "H", "H", "H", "H", "H", "H", "H", "H", "H", "H", "H", "H", "H", "H", "H", "H", "H", "H", "H", "H", "H", "H", "H", "H", "H"], "coordinates": [[-0.664, -4.312, 2.944], [-2.773, 4.410, 1.123], [2.821, 1.663, 3.630], [4.260, 1.756, -3.943], [-3.725, -1.188, -2.824], [4.194, -3.643, -0.500], [5.089, 3.573, -5.738], [-6.359, -1.741, -3.377], [0.708, 2.159, 5.386], [-5.674, 0.259, -4.074], [2.713, -3.125, -2.717], [-1.560, -6.747, 2.108], [2.766, -5.239, -2.200], [-0.267, -6.816, 3.837], [3.862, 1.948, -6.672], [1.539, -3.959, -0.921], [-2.232, -6.079, 4.153], [-1.006, 3.191, 2.590], [1.731, 0.277, 5.718], [2.850, 3.499, -5.547], [-2.896, 2.014, 2.447], [-4.919, -1.511, -5.041], [-2.739, 3.860, 3.735], [2.687, 2.264, 6.178], [7.195, -1.537, -1.356], [4.981, 2.623, -2.956], [-5.916, 3.260, -5.107], [2.157, -1.699, -5.917], [-2.717, -0.492, -3.666], [3.965, -2.464, 0.367], [0.883, 0.503, -2.198], [0.649, -4.435, 2.288], [2.944, 1.267, -3.533], [-3.968, -0.459, -1.551], [5.454, 7.629, -3.363], [2.471, -2.935, 6.736], [-1.676, -3.661, 2.066], [-2.437, 5.748, 1.672], [-3.513, -2.609, -2.606], [4.313, -4.897, 0.302], [1.985, 0.878, 2.712], [-1.983, 4.030, -0.034], [-4.840, -3.539, 6.869], [4.089, 1.001, 3.767], [-4.195, 4.205, 0.954], [-6.887, -5.314, 3.284], [5.367, -3.377, -1.368], [2.918, 3.112, 3.380], [-0.683, -3.711, 4.281], [5.114, 0.714, -4.450], [4.084, -3.103, 4.330], [-3.481, 3.911, -3.291], [-0.572, -1.149, -7.147], [3.019, 5.954, -2.091], [5.985, 0.887, 0.352], [-0.568, -0.573, 0.365], [-5.716, -4.077, 0.758], [-2.780, -1.576, 7.156], [-4.793, -4.565, -0.386], [5.126, -3.719, 3.329], [-4.728, -3.942, 1.972], [1.942, 1.574, 5.368], [-0.378, -1.860, -5.750], [-0.241, 1.188, -5.978], [-6.304, -2.663, 0.447], [0.101, 0.261, -7.160], [-3.154, 3.948, -4.770], [-0.751, -0.575, 1.882], [-7.681, -5.106, 2.150], [-3.579, -4.100, 6.710], [6.910, 0.988, -0.900], [-2.586, -3.103, 7.428], [4.549, 0.661, -0.049], [3.448, -1.810, -5.315], [-2.538, 2.883, -2.692], [-6.034, 3.914, -3.873], [0.124, -1.977, -8.299], [1.224, -0.661, -1.490], [2.262, -4.007, 5.919], [-2.338, 3.285, 2.574], [6.880, -0.279, -1.941], [-2.938, -2.180, -7.125], [3.985, 2.810, -5.591], [-5.328, -1.035, -3.870], [-1.388, 0.672, -0.078], [-2.961, 0.010, 5.103], [-5.850, -4.281, 6.200], [2.388, 4.543, -2.215], [-2.842, -1.443, 5.611], [2.296, 6.726, -0.921], [6.381, -0.317, 1.300], [3.510, -4.345, 5.134], [-1.290, -6.139, 3.234], [-3.255, 5.338, -2.810], [2.611, 6.614, -3.405], [-2.086, -0.931, -7.424], [-4.046, -0.911, 7.841], [6.137, 8.899, -3.468], [2.585, 3.669, -0.939], [-4.966, 3.448, -2.921], [-6.760, -5.161, 0.903], [2.991, -2.340, 3.551], [-1.463, -0.897, 7.512], [4.878, -2.095, 5.219], [-4.319, -1.436, 9.356], [5.340, 7.168, -2.034], [2.688, -4.005, -1.663], [0.697, 6.758, -0.872], [0.893, -0.558, 0.020], [1.023, -1.762, -5.079], [4.642, 5.823, -1.897], [-1.213, -1.800, -0.271], [6.052, 2.248, 1.010], [-6.800, -3.874, 6.546], [5.925, -0.416, -2.448], [4.150, -1.417, 5.664], [-2.265, 5.720, -3.056], [-5.634, -4.194, 5.135], [7.590, -0.087, -2.746], [5.362, 2.227, 1.853], [1.401, -1.301, 0.634], [-2.533, -0.120, -6.848], [-4.826, 2.369, -2.858], [3.474, -1.469, 3.109], [3.575, -1.135, -4.468], [-6.157, 4.996, -3.918], [2.800, 4.123, -3.132], [6.730, 1.951, -1.377], [-2.948, -2.522, -6.090], [-1.999, 0.517, 5.022], [1.420, 0.304, 0.430], [-3.855, 4.587, -5.308], [-2.304, 0.805, 0.498], [1.158, -0.004, -7.174], [5.969, -1.170, 0.760], [-2.205, -1.818, 0.179], [2.302, -0.701, -1.642], [-1.528, 3.278, -2.578], [-7.397, -5.044, 0.027], [5.489, 9.543, -4.062], [2.118, 2.715, -1.186], [5.655, 2.940, 0.267], [-5.551, -1.884, 0.324], [7.470, -0.273, 1.293], [7.053, 2.465, 1.382], [-2.510, -3.004, -7.695], [6.331, 7.094, -1.588], [-0.157, 0.234, 2.307], [-0.652, -1.280, 6.893], [-0.696, -2.716, 0.017], [-1.611, 0.176, 7.384], [4.138, -1.441, -6.074], [1.102, -0.925, -4.386], [-3.418, 5.266, -1.735], [4.257, -4.847, 5.749], [-3.954, -1.970, -7.460], [-3.743, -1.998, 5.345], [0.946, -2.572, -4.354], [1.430, -3.803, 5.245], [-4.795, -2.414, 9.415], [4.527, -4.088, 2.497], [1.171, -1.975, -7.996], [-6.574, 3.574, -5.731], [-6.777, -2.380, 1.387], [-0.245, 0.711, -4.997], [0.366, 7.570, -0.224], [-0.279, -1.470, 2.288], [2.929, 7.641, -3.226], [-1.251, 1.563, -6.144], [-1.400, 0.635, -1.167], [-3.136, 0.002, 4.028], [-8.543, -5.774, 2.152], [-3.857, 0.157, 7.939], [-6.237, -6.118, 0.913], [-1.611, -3.380, 7.028], [-3.722, 0.638, 5.567], [2.301, -1.949, 4.299], [-4.408, -4.911, 2.354], [-2.127, 4.310, -4.713], [-1.274, -1.200, 8.542], [-7.559, -5.294, 3.970], [-4.420, -5.533, -0.053], [-3.437, -4.126, 5.630], [5.027, 5.002, -2.501], [3.803, -2.824, -5.134], [-5.933, -5.333, 6.473], [-3.428, 2.956, -5.130], [2.075, 4.041, -0.050], [2.636, -2.998, 2.758], [-4.052, 5.975, -3.194], [3.156, 6.068, -4.174], [-0.736, -2.860, -5.995], [5.856, -2.979, 3.001], [-1.388, -1.854, -1.346], [4.830, 5.560, -0.856], [-5.292, 3.763, -1.930], [-7.054, 3.690, -3.562], [-0.753, 1.496, 0.250], [1.759, -2.731, 7.346], [5.414, -2.635, 6.000], [-0.085, 0.645, -8.163], [4.865, 7.921, -1.404], [6.481, -2.164, -1.493], [7.951, 1.087, -0.595], [5.939, -0.211, 2.291], [-5.350, -4.736, -1.307], [1.320, 4.702, -2.364], [1.677, 0.893, -2.571], [0.239, 5.824, -0.547], [1.532, 6.592, -3.557], [-3.927, -3.254, 1.701], [6.516, 9.340, -2.546], [2.701, 6.205, -0.053], [3.285, -5.113, 4.394], [-1.123, -1.411, -5.093], [-2.199, -0.639, -8.467], [-2.481, 1.997, -3.326], [1.778, -4.762, 6.538], [-2.506, -3.132, 8.514], [-4.061, -3.795, -0.630], [3.947, 0.673, 0.860], [-7.054, -2.798, -0.334], [-3.491, -5.061, 7.216], [4.271, 1.498, -0.691], [5.536, -1.432, 4.657], [-8.106, -4.105, 2.072], [5.753, -4.497, 3.766], [-2.902, 2.718, -1.678], [-5.274, -3.539, 2.824], [0.932, -1.567, -2.022], [6.952, 8.765, -4.179], [2.679, 7.743, -1.003], [4.488, -0.213, -0.697], [-4.967, -1.076, 7.281], [-0.028, -1.562, -9.295], [-3.359, -1.583, 9.850], [0.349, 7.055, -1.861], [-0.199, -3.017, -8.348], [-4.977, -0.764, 9.908], [-1.816, -0.651, 2.101], [-1.913, -1.898, 5.269], [3.611, 3.405, -0.684], [0.450, 2.016, -5.820]], "mulliken_charge": [0.89, 1.23, 1.10, 1.15, 0.85, 1.34, -0.20, -0.19, -0.23, -0.19, -0.14, -0.19, -0.25, -0.22, -0.22, -0.14, -0.14, -0.20, -0.14, -0.17, -0.13, -0.18, -0.23, -0.19, -0.61, -0.61, -0.46, -0.35, -0.43, -0.38, 1.90, -0.55, -1.51, -0.52, -0.36, -0.54, -0.27, -0.75, -0.60, -0.84, -0.49, -0.42, -0.31, -0.69, -0.76, -0.42, -0.96, -0.68, -0.62, -0.62, 0.33, 0.49, 0.29, 0.39, 0.39, 1.08, 0.42, 0.35, -0.65, -0.83, -0.98, 0.31, -1.02, -0.25, -0.81, -1.00, -1.17, 0.34, -0.77, -0.44, -0.56, -0.68, 1.70, -0.72, -0.96, -0.83, -0.89, 0.16, 0.15, 0.42, -0.02, -1.39, 0.28, 0.31, -0.44, -1.32, -0.43, 0.01, 0.27, -0.54, -1.03, -0.76, 0.17, -0.73, -1.14, 0.00, -0.43, -0.84, 0.71, 0.24, -0.51, 0.39, -0.91, -0.66, -1.24, -0.94, 0.46, -1.30, 0.22, 0.49, 0.07, -0.40, -0.63, 0.39, -0.27, 0.23, 0.30, -0.09, 0.46, 0.06, -0.30, 0.05, -0.06, -0.34, 0.10, 0.37, -0.79, 0.33, 0.23, 0.34, -0.37, 0.34, 0.42, 0.52, 0.32, 0.46, -0.14, 0.01, 0.41, 0.28, -0.78, 0.19, 0.16, 0.37, 0.40, 0.38, 0.56, 0.16, 0.22, 0.02, 0.40, 0.30, -0.77, 0.25, 0.39, 0.50, 0.27, 0.39, -0.24, 0.29, 0.34, 0.33, 0.30, 0.36, -0.37, 0.45, -0.92, 0.41, 0.24, -0.63, 0.39, 0.54, 0.54, 0.37, 0.19, 0.31, 0.14, 0.47, 0.53, 0.46, 0.30, 0.43, 0.04, 0.22, 0.33, 0.39, 0.37, 0.73, -0.14, 0.36, 0.38, 0.81, 0.17, -0.26, 0.12, 0.21, 0.53, 0.42, 0.32, 0.33, 0.59, 0.43, 0.56, 0.47, 0.38, 0.40, 0.63, -0.45, 0.25, 0.45, 0.28, 0.38, 0.46, 0.47, 0.37, 0.46, 0.27, 0.53, 0.65, -0.01, -0.47, 0.36, 0.62, -1.02, 0.28, 0.34, 0.38, 0.59, 0.12, 0.12, 0.29, 0.62, 0.05, 0.37, 0.35, 0.33, 0.29, 0.37, 0.40, 0.39, -0.17, -0.53, 0.44], "homo_lumo_gap_ev": 8.76, "lumo_energy_ev": -3.19, "charge": 2}

***

2.
{"formula": "C2H10NO2", "method": "the ωB97M-V functional and the def2-TZVPD basis", "symbols": ["O", "O", "N", "C", "C", "H", "H", "H", "H", "H", "H", "H", "H", "H", "H"], "coordinates": [[-2.683, 2.032, 1.232], [0.197, 1.248, 0.928], [0.808, -1.071, -0.578], [-0.082, -1.887, -0.970], [2.234, -1.033, -0.960], [2.493, -0.587, -1.916], [2.542, -2.079, -0.882], [-1.074, -1.685, -0.587], [0.429, -0.249, -0.059], [-3.236, 1.926, 0.425], [-0.640, 1.695, 1.170], [2.746, -0.495, -0.169], [0.692, 1.954, 0.461], [-3.136, 1.954, 2.106], [0.191, -2.756, -1.559]], "nbo_charge": [-0.46, -0.66, -0.38, 0.15, -0.45, 0.27, 0.26, 0.22, 0.43, 0.55, 0.51, 0.24, 0.52, 0.56, 0.25], "multiplicity": 2, "homo_lumo_gap_ev": [12.79, 4.62], "lumo_energy_ev": [-8.03, -16.07], "charge": 2, "s_squared": 0.757}

***

3.
{"formula": "C5H14NO", "method": "the ωB97M-V functional and the def2-TZVPD basis", "symbols": ["O", "N", "C", "C", "C", "C", "C", "H", "H", "H", "H", "H", "H", "H", "H", "H", "H", "H", "H", "H", "H"], "coordinates": [[-0.412, 1.190, -0.296], [-2.008, 2.705, -1.327], [0.354, -1.552, -0.880], [0.593, -1.384, 0.617], [1.854, -0.590, 0.923], [0.601, -2.712, 1.311], [-0.985, 2.409, -0.260], [-1.583, 2.628, 0.653], [1.980, -0.364, 2.017], [1.401, -3.360, 0.923], [-0.289, 3.275, -0.434], [-0.370, -3.220, 1.180], [-1.563, 2.464, -2.209], [-0.616, -2.065, -1.109], [0.670, -2.651, 2.418], [1.857, 0.351, 0.315], [-2.665, 1.971, -1.189], [0.296, -0.550, -1.348], [2.817, -1.056, 0.575], [-0.218, -0.762, 1.025], [1.134, -2.140, -1.423]], "nbo_charge": [-0.98, -0.90, -0.62, -0.26, -0.61, -0.59, 0.13, 0.06, 0.19, 0.18, 0.06, 0.19, 0.32, 0.19, 0.19, 0.26, 0.32, 0.28, 0.17, 0.25, 0.16], "homo_lumo_gap_ev": 6.70, "lumo_energy_ev": 3.89, "charge": -1}

***

4.
{"formula": "C5H10N2", "method": "the ωB97M-V functional and the def2-TZVPD basis", "symbols": ["N", "N", "C", "C", "C", "C", "C", "H", "H", "H", "H", "H", "H", "H", "H", "H", "H"], "coordinates": [[0.734, -0.521, -0.426], [1.428, 0.477, 1.659], [-0.784, -1.612, 0.111], [-1.517, -0.782, 0.972], [0.343, 0.464, -1.483], [0.813, 0.555, 0.567], [0.342, 1.598, -0.435], [1.088, 0.545, -2.272], [1.079, 2.385, -0.615], [-0.635, 0.223, -1.894], [1.368, 1.334, 2.203], [-2.487, -0.410, 0.663], [-1.295, -0.809, 2.028], [-0.636, 2.022, -0.221], [1.551, -1.118, -0.570], [-0.152, -2.390, 0.530], [-1.239, -1.961, -0.817]], "nbo_charge": [-0.58, -0.64, -0.28, -0.69, -0.21, 0.51, -0.51, 0.20, 0.23, 0.20, 0.35, 0.19, 0.20, 0.24, 0.40, 0.18, 0.19], "homo_lumo_gap_ev": 7.73, "lumo_energy_ev": 0.86}

***

5.
{"formula": "C15H20BBrCo2NO6", "method": "the ωB97M-V functional and the def2-TZVPD basis", "symbols": ["Br", "Co", "Co", "O", "O", "O", "O", "O", "O", "N", "C", "C", "C", "C", "C", "C", "C", "C", "C", "C", "C", "C", "C", "C", "C", "B", "H", "H", "H", "H", "H", "H", "H", "H", "H", "H", "H", "H", "H", "H", "H", "H", "H", "H", "H", "H"], "coordinates": [[2.270, -2.186, -1.838], [0.635, 3.795, 3.346], [2.517, 2.465, 2.089], [-1.979, 2.811, 3.825], [-0.112, 5.218, 0.927], [0.494, 5.609, 5.560], [5.304, 1.742, 2.179], [2.503, 3.808, -0.538], [3.366, 4.934, 3.387], [-0.773, -2.242, -1.814], [-2.243, -1.179, -0.018], [-0.712, -3.397, -2.762], [1.170, 1.659, 2.949], [4.193, 2.001, 2.144], [-0.730, -0.909, -2.593], [-0.893, 3.188, 3.626], [2.468, 3.229, 0.462], [-0.640, -4.730, -2.077], [-1.935, -0.840, -3.500], [-2.056, -2.330, -0.978], [1.393, 1.047, 1.749], [0.236, 4.635, 1.851], [0.785, 0.273, 0.620], [0.572, 4.870, 4.684], [2.590, 4.099, 3.055], [0.499, -2.508, -1.036], [-3.205, -1.347, 0.485], [0.937, 0.831, -0.296], [0.256, -4.847, -1.469], [-2.885, -0.886, -2.956], [-2.001, -3.289, -0.460], [-2.818, -2.375, -1.749], [-2.295, -0.205, -0.528], [0.932, 1.172, 3.868], [-1.467, -1.167, 0.759], [-1.878, 0.120, -4.009], [0.425, -2.912, 0.182], [-1.634, -3.276, -3.303], [1.304, -0.562, 0.364], [-0.664, -0.069, -1.868], [0.211, -0.941, -3.163], [0.125, -3.213, -3.441], [-0.611, -5.484, -2.871], [-1.534, -4.952, -1.489], [-1.924, -1.618, -4.273], [-0.198, -0.039, 0.918]], "nbo_charge": [-0.06, -0.15, 0.05, -0.56, -0.54, -0.52, -0.52, -0.53, -0.57, -0.55, -0.64, -0.23, -0.47, 0.55, -0.22, 0.55, 0.53, -0.64, -0.65, -0.20, -0.14, 0.49, -0.66, 0.53, 0.35, 0.51, 0.25, 0.21, 0.24, 0.22, 0.23, 0.21, 0.23, 0.20, 0.24, 0.26, -0.03, 0.22, 0.21, 0.25, 0.24, 0.24, 0.25, 0.23, 0.22, 0.20], "multiplicity": 2, "homo_lumo_gap_ev": [2.87, 4.39], "lumo_energy_ev": [-2.03, -1.40], "s_squared": 0.885}

***

Energy relative to the best compared isomer or geometry (same formula, charge and spin) in eV, matching the order above: 3.688, 1.485, 0.215, 3.726, 0.000